[1]
A cluster of 2 separate species, C3H10S in total. Source: OMol25; level of theory: ωB97M-V with the def2-TZVPD basis set.

Values from the calculation:
Relative energy (zero: lowest compared OMol25 entry of this formula, charge and spin): 18.46 kcal per mole
E_LUMO: 0.034 Ha
SMILES: CC.CS

```
14
Properties=species:S:1:pos:R:3:forces:R:3:mulliken_charge:R:1
C -0.361720 2.035980 -0.510085 1.200 -0.561 -1.023 -0.789
C 0.424650 1.464987 0.685692 1.104 0.437 1.525 -0.727
H -1.298806 2.548311 -0.266763 0.526 0.175 0.227 0.274
H 0.315516 2.627646 -1.176588 -0.682 0.175 0.886 0.254
H -0.649148 1.257481 -1.215641 -0.167 -0.449 0.169 0.254
H 0.567704 2.277653 1.493143 0.094 -1.167 -1.337 0.270
H 1.437267 0.934163 0.514737 -1.383 1.394 -0.387 0.221
H -0.079443 0.669848 1.226551 -0.693 -0.037 -0.065 0.254
C -0.603191 -2.309396 -0.284328 1.732 1.075 -0.334 -0.504
S 1.030666 -3.027014 0.315737 -0.550 -0.107 -0.475 -0.182
H 1.831788 -1.973824 0.244435 0.026 0.423 -0.104 0.086
H -1.083881 -2.144809 0.647980 -1.142 -0.162 0.424 0.261
H -1.018120 -3.099014 -0.925822 -0.161 0.714 0.250 0.284
H -0.513285 -1.262008 -0.749049 0.096 -1.910 0.245 0.045
```
Positions in Å, forces in eV/Å.

=====

[2]
A cluster of 2 separate species, C9H21N2 in total. Source: OMol25; level of theory: ωB97M-V with the def2-TZVPD basis set.

Values from the calculation:
Relative energy (zero: lowest compared OMol25 entry of this formula, charge and spin): 56.06 kcal per mole
E_LUMO: -0.126 Ha
Total charge: +1

```
32
Properties=species:S:1:pos:R:3:forces:R:3:mulliken_charge:R:1
C 1.506540 0.453006 0.299530 -1.627 1.154 1.845 0.717
C -3.220366 -0.710378 0.157613 0.431 2.150 0.117 0.090
C 0.194388 0.345475 1.002443 -1.112 -2.704 0.420 -1.189
C -4.630438 -1.004223 0.125491 -2.459 1.768 -0.363 -1.187
C 3.070131 -1.488039 0.561791 2.971 1.876 -2.426 -1.151
C 0.950574 -1.601583 -0.951671 2.643 -1.533 -2.951 -1.775
C -2.922591 1.609420 -0.416378 -2.088 0.651 -3.041 -1.176
C 3.386105 1.969480 -0.246434 -0.330 -0.529 -0.321 -0.951
C 2.082313 -0.726428 -0.317501 1.034 0.285 -4.010 0.560
N -2.517473 0.340401 -0.011854 0.304 -2.114 -0.827 -0.354
N 2.068107 1.624782 0.294907 -0.587 -0.427 1.556 -0.144
H 0.152051 -0.482776 1.828526 0.534 0.999 -1.779 0.347
H -2.665964 -1.508538 0.440008 2.050 -2.600 1.002 0.435
H -0.240324 1.152080 1.534682 0.488 1.626 0.383 0.393
H -5.202058 -0.480728 0.908627 0.457 0.133 0.101 0.308
H -4.974081 -2.019116 0.232339 0.535 -0.502 -0.366 0.340
H -5.027142 -0.523423 -0.767557 -0.433 -0.341 -0.350 0.304
H 4.161984 -0.975270 0.448872 -2.574 -1.148 0.651 0.239
H 3.199931 -2.462119 0.113092 -0.152 -0.425 0.542 0.369
H 2.724919 -1.400351 1.532085 -0.223 -0.697 2.218 0.378
H 0.416474 -1.217042 -1.827368 0.014 0.793 0.576 0.401
H 0.290123 -2.086476 -0.331828 -1.674 -0.348 2.085 0.500
H 1.370578 -2.554183 -1.461089 0.246 1.550 0.827 0.393
H -3.281856 2.045813 0.417603 -1.646 1.828 3.027 0.487
H -2.127032 2.281711 -0.673008 0.843 -0.143 -0.629 0.329
H -3.789431 1.778530 -1.196952 1.608 -0.885 1.158 0.283
H 3.583377 3.014264 0.050707 0.541 -0.896 -0.073 0.339
H 4.159146 1.149617 -0.144710 -0.766 1.382 0.817 0.237
H 3.156322 1.918469 -1.280127 0.427 0.642 -1.465 0.477
H 2.754217 -0.264743 -1.198579 -1.635 -1.258 1.431 0.359
H -0.723184 0.110980 0.328469 1.299 0.017 0.420 0.300
H 1.512894 2.320544 0.824206 0.882 -0.304 -0.577 0.340
```
Positions in Å, forces in eV/Å.

=====

[3]
An isolated molecule of C5H10O. Source: OMol25; level of theory: ωB97M-V with the def2-TZVPD basis set.

Values from the calculation:
Relative energy (zero: lowest compared OMol25 entry of this formula, charge and spin): 50.21 kcal per mole
E_LUMO: 0.032 Ha
SMILES: CC[C@@H](C)C=O

```
16
Properties=species:S:1:pos:R:3:forces:R:3:mulliken_charge:R:1
C -0.506503 1.334298 1.662440 -0.093 0.010 -0.153 -1.246
C 0.237308 0.258909 0.876160 0.036 -0.328 -0.032 -0.459
C 0.097107 0.240120 -0.648962 0.329 -1.477 -0.321 0.138
C 1.094412 -1.278696 -1.060879 -0.283 1.468 0.112 -1.073
C -1.168734 -0.300286 -1.246123 0.016 -0.549 0.337 -0.176
O -1.501326 -1.434845 -1.017636 -1.047 -0.201 0.070 -0.476
H -1.589245 1.231088 1.542199 0.084 0.069 0.033 0.322
H -0.274967 1.246115 2.731610 -0.074 0.010 -0.244 0.343
H -0.217219 2.342843 1.344993 -0.057 -0.125 0.002 0.331
H 1.313577 0.357079 1.074731 -0.199 -0.063 0.041 0.274
H -0.061569 -0.735566 1.210028 0.022 0.007 0.246 0.302
H 0.208472 1.327252 -1.002838 0.961 -1.821 -0.282 0.284
H 0.772311 -2.310508 -0.680271 -0.470 2.135 -0.054 0.309
H 1.211902 -1.416713 -2.145966 0.072 0.491 0.370 0.364
H 2.017429 -1.031850 -0.563256 0.614 -0.029 -0.248 0.369
H -1.736306 0.262623 -2.008018 0.087 0.403 0.122 0.394
```
Positions in Å, forces in eV/Å.

=====

[4]
A structure of composition C27H27BBr2F4N5NaO3S. Source: OMol25; level of theory: ωB97M-V with the def2-TZVPD basis set.

Values from the calculation:
Relative energy (zero: lowest compared OMol25 entry of this formula, charge and spin): 0.19 kcal per mole
E_LUMO: 0.137 Ha
Total charge: -2

```
71
Properties=species:S:1:pos:R:3:forces:R:3:mulliken_charge:R:1
Na -0.361885 -0.499819 -0.716931 0.372 0.692 -0.198 0.923
C -2.515376 1.534865 0.045634 0.096 -0.041 0.027 -0.915
C -2.087406 2.187434 -1.232721 0.112 0.093 -0.083 0.890
C -2.881797 3.204054 -1.809254 -0.088 0.166 -0.170 -0.767
C -2.457316 3.821364 -2.947576 0.021 -0.075 0.085 -0.849
C -1.226621 3.451134 -3.529435 0.088 -0.234 0.236 1.137
C -0.734729 4.073667 -4.694380 0.095 0.118 -0.221 -0.872
C 0.457483 3.654078 -5.227811 -0.218 0.080 0.001 -0.420
C 1.191471 2.633125 -4.618291 -0.090 -0.090 0.199 -0.547
C 0.773451 2.000330 -3.448059 0.142 0.075 -0.147 0.599
S 1.754546 0.792390 -2.718575 0.133 -0.492 0.254 -0.429
C -0.491971 2.409826 -2.891014 -0.054 0.338 -0.417 -1.049
N -0.952266 1.800734 -1.773259 -0.321 -0.118 0.354 0.357
H -3.491962 1.896774 0.366614 -0.017 -0.041 0.010 0.395
H -1.784669 1.761914 0.824462 -0.013 0.034 0.009 -0.012
H -2.551392 0.450686 -0.073258 -0.136 0.038 0.044 0.048
H -3.822826 3.475333 -1.347399 0.021 0.001 0.046 0.398
H -3.046182 4.600035 -3.422234 -0.020 0.008 0.034 0.343
H -1.303380 4.881197 -5.143764 -0.018 -0.032 -0.012 0.289
H 0.837698 4.114752 -6.134076 0.013 0.021 0.017 0.324
H 2.133253 2.312964 -5.044970 0.015 0.016 0.006 0.366
C -0.144958 0.219294 3.555732 -0.136 0.032 -0.029 -0.605
C -1.282044 -0.727543 3.331193 0.008 -0.077 -0.052 0.416
C -2.025912 -1.244823 4.411882 -0.091 -0.075 0.008 -0.861
C -3.034669 -2.135197 4.175679 0.056 0.092 0.014 -1.035
C -3.329319 -2.525831 2.853650 0.182 0.087 -0.160 0.875
C -4.323084 -3.460478 2.492413 -0.252 -0.185 0.025 0.094
Br -5.451642 -4.239620 3.835833 0.065 -0.006 -0.062 -0.325
C -4.526419 -3.816107 1.185324 0.038 0.099 0.238 -0.334
C -3.760944 -3.227711 0.187052 0.101 0.065 -0.230 -0.146
Br -4.092339 -3.727890 -1.620272 -0.015 -0.026 0.024 -0.261
C -2.760838 -2.250621 0.407196 -0.160 -0.143 -0.223 0.402
O -2.116392 -1.687767 -0.508015 -0.436 -0.235 0.030 -0.835
C -2.540249 -1.939196 1.823013 -0.194 -0.145 0.271 -0.296
N -1.547556 -1.070504 2.090638 0.179 0.126 -0.044 0.383
H 0.076799 0.328872 4.617952 0.049 0.031 -0.022 0.460
H -0.373926 1.202796 3.143179 0.069 0.011 0.044 0.125
H 0.732017 -0.154686 3.033561 0.123 0.018 -0.010 -0.213
H -1.782540 -0.938141 5.421660 -0.006 0.008 0.003 0.413
H -3.610015 -2.549854 4.992704 -0.009 -0.008 0.008 0.314
H -5.283328 -4.542958 0.925384 -0.014 0.009 -0.006 0.376
C 3.723556 -2.555013 4.118492 0.015 -0.056 0.037 -1.158
N 3.451973 -1.484859 3.182667 -0.103 -0.088 -0.191 0.186
C 3.592863 -0.185406 3.562942 0.005 0.104 -0.083 -0.307
C 3.354889 0.829282 2.718286 -0.059 0.104 0.127 -0.698
C 2.924722 0.484329 1.385410 0.151 -0.297 0.106 0.680
N 2.770596 -0.788506 1.021083 -0.141 0.293 -0.231 -0.471
C 2.995979 -1.798082 1.875811 0.102 -0.179 0.328 0.600
O 2.818755 -2.985191 1.588531 0.000 0.101 -0.079 -0.797
N 2.707548 1.449210 0.506841 -0.144 -0.078 -0.245 -0.229
H 4.795063 -2.641157 4.321312 -0.008 0.020 -0.013 0.300
H 3.375322 -3.478866 3.666984 -0.016 0.005 0.023 0.339
H 3.197505 -2.384796 5.059832 -0.014 0.011 -0.016 0.360
H 3.889470 -0.026164 4.592273 0.021 0.000 0.000 0.389
H 3.408376 1.863001 3.022822 0.001 -0.017 0.022 0.422
H 2.556874 2.385494 0.855832 0.004 -0.009 0.035 0.179
H 2.328755 1.219098 -0.420180 0.064 0.051 0.079 0.024
C 2.125581 -4.116120 -1.736063 -0.143 0.212 0.026 -1.133
C 0.727451 -3.582332 -1.454418 -0.095 -0.133 -0.101 -0.208
O 0.755742 -2.356870 -0.746394 0.615 -0.635 0.108 -0.114
H 2.073007 -5.055789 -2.291499 0.000 0.006 0.002 0.389
H 2.646316 -4.285320 -0.793588 0.082 -0.031 0.019 0.245
H 2.688160 -3.383430 -2.317073 0.029 -0.037 -0.007 0.256
H 0.151178 -4.332642 -0.895882 -0.022 0.074 -0.008 0.238
H 0.198767 -3.391442 -2.390394 -0.043 0.011 0.051 0.353
H 1.460166 -2.424366 -0.080667 0.021 0.171 0.038 -0.074
F 0.407431 5.065224 1.804417 0.033 -0.108 0.043 -0.375
B 0.674686 3.783067 2.298758 -0.157 0.066 0.018 0.376
F 2.079858 3.644446 2.513422 0.032 0.021 -0.031 -0.433
F -0.002401 3.581531 3.519196 0.112 0.008 -0.107 -0.408
F 0.282324 2.797550 1.366175 -0.033 0.174 0.152 -0.087
```
Positions in Å, forces in eV/Å.

=====

[5]
A structure of composition C3H7N2O2. Source: OMol25; level of theory: ωB97M-V with the def2-TZVPD basis set.

Values from the calculation:
Relative energy (zero: lowest compared OMol25 entry of this formula, charge and spin): 128.53 kcal per mole
E_LUMO: 0.142 Ha
Total charge: -1

```
14
Properties=species:S:1:pos:R:3:forces:R:3:mulliken_charge:R:1
C 1.990739 0.685375 0.318197 0.463 1.698 0.181 -0.916
C 0.911693 -1.539376 -0.434497 0.349 2.535 0.232 -0.718
C 1.115371 -0.187363 -0.529461 0.067 -2.904 0.683 0.033
N -2.212025 1.496798 0.895097 -0.118 -0.891 -0.724 -0.663
N -2.368871 0.917174 -0.097613 0.208 1.471 0.668 0.870
O -2.318491 1.066444 -1.326236 -0.023 -0.562 0.020 -0.654
O -2.932902 -0.800949 0.154565 -0.026 -0.059 -1.845 -0.839
H 2.521225 0.245443 1.134633 -0.088 -1.237 0.662 0.323
H 2.887801 1.216415 -0.139874 -1.492 -0.329 -0.338 0.233
H 1.339266 1.452223 0.824181 0.600 -0.443 -0.734 0.216
H -2.855805 -0.664614 1.071608 0.066 0.005 1.854 0.303
H 1.399653 -2.161744 0.290166 0.457 -0.157 0.256 0.273
H 0.098572 -1.995140 -0.971153 -0.101 0.004 -0.287 0.243
H 0.423772 0.269318 -1.189613 -0.363 0.870 -0.628 0.297
```
Positions in Å, forces in eV/Å.

=====

[6]
A structure of composition C34H37BaN5O4S2. Source: OMol25; level of theory: ωB97M-V with the def2-TZVPD basis set.

Values from the calculation:
Relative energy (zero: lowest compared OMol25 entry of this formula, charge and spin): 32.15 kcal per mole
E_LUMO: 0.005 Ha

```
83
Properties=species:S:1:pos:R:3:forces:R:3:mulliken_charge:R:1
Ba -0.259808 -0.527752 0.132860 -0.005 -2.286 -2.630 2.845
C 0.762809 1.688694 3.354609 0.079 -0.099 0.149 -1.685
C 0.984773 1.957099 1.876943 0.164 -0.317 -0.224 1.852
C 2.011672 3.045648 1.627341 0.204 -0.003 -0.004 -1.768
O 1.445137 0.693289 1.226988 1.341 1.912 1.470 -0.557
C -0.364139 2.394162 1.252275 -0.473 -0.457 -0.743 0.034
O -0.806578 3.461640 1.623827 -0.060 -0.215 -0.184 -0.661
O -0.908428 1.557753 0.388476 -0.273 3.937 1.584 -1.393
H 1.711412 1.421459 3.837281 -0.118 0.045 -0.035 0.453
H 0.052404 0.869926 3.512774 0.081 0.105 -0.067 0.265
H 0.369617 2.593013 3.820453 0.037 -0.063 0.000 0.386
H 2.890414 2.895480 2.263249 -0.014 0.005 -0.070 0.443
H 1.570189 4.014720 1.858707 0.035 -0.078 0.045 0.375
H 2.325065 3.048217 0.579854 -0.083 -0.009 0.079 0.343
H 2.307059 0.478237 1.608317 -0.085 0.108 0.006 0.163
C -3.277598 -2.267926 -1.180850 0.022 0.214 0.538 -1.749
N -2.265719 -2.039042 -0.127769 -1.538 -1.154 -0.163 -0.360
C -2.491527 -2.613512 1.008642 0.408 -0.096 0.399 0.085
C -1.589250 -2.612445 2.148716 -0.055 0.096 -0.519 0.144
C -1.783261 -3.312289 3.345617 0.117 0.031 0.195 -0.852
C -0.617021 -3.128701 4.107217 -0.071 0.093 -0.313 -0.716
C 0.226585 -2.323946 3.321540 -0.334 -0.141 0.050 -0.805
N -0.337970 -1.996892 2.140134 -0.272 -1.092 1.229 -0.139
C -4.565624 -1.492571 -0.986690 -0.015 0.126 0.029 0.722
C -5.783037 -2.084605 -1.305744 -0.189 0.076 -0.070 -0.608
C -6.980204 -1.380533 -1.170645 0.168 -0.053 0.000 -0.659
C -6.966240 -0.076400 -0.693129 0.064 0.018 0.016 -0.637
C -5.754241 0.521077 -0.350983 -0.013 -0.121 -0.064 -0.632
C -4.564280 -0.183574 -0.504783 -0.067 0.065 0.094 0.081
H -3.530703 -3.325049 -1.252552 0.045 -0.199 0.004 0.453
H -2.825225 -1.994033 -2.134366 0.065 0.065 -0.114 0.385
H -3.412681 -3.192861 1.159096 0.067 0.032 0.015 0.344
H -2.672778 -3.875515 3.617051 0.234 0.118 -0.063 0.441
H -0.401059 -3.524766 5.091392 -0.045 0.064 -0.143 0.446
H 1.224126 -1.972311 3.573033 -0.165 -0.019 -0.021 0.461
H -5.796093 -3.110884 -1.663746 -0.029 0.084 0.025 0.366
H -7.921125 -1.859838 -1.422534 0.098 0.040 0.020 0.401
H -7.897008 0.469664 -0.567651 0.112 -0.067 -0.020 0.421
H -5.727823 1.531853 0.041175 0.026 -0.075 -0.048 0.591
H -3.631632 0.290847 -0.212653 -0.045 -0.005 -0.041 0.635
C -5.917607 0.628678 -4.996367 -0.095 -0.018 0.061 -1.346
C -4.528030 1.255424 -5.086770 -0.085 0.087 -0.250 -0.374
C -3.737532 0.982896 -3.828242 0.356 0.081 0.004 0.213
N -2.378736 1.554952 -3.894892 -0.119 -0.426 -0.269 0.254
C -1.661368 2.039230 -2.882866 -0.360 0.627 0.743 -0.507
S 0.018814 2.140293 -2.863104 -0.444 -0.287 -0.182 -0.312
N -2.398481 2.496439 -1.796942 0.126 0.207 -0.232 0.850
C -3.605517 3.199932 -1.736169 0.188 -0.244 0.219 0.070
O -4.150669 3.333404 -0.664451 -0.042 -0.019 -0.018 -0.591
C -4.200788 3.802264 -2.968528 0.329 0.115 0.101 0.478
C -5.578158 3.732146 -3.105833 -0.306 0.163 -0.062 -0.573
C -6.194436 4.331845 -4.196110 0.078 0.034 0.015 -0.542
C -5.426402 5.020271 -5.132561 0.035 -0.038 0.057 -0.479
C -4.044606 5.102788 -4.981577 -0.070 -0.059 0.053 -0.755
C -3.427793 4.482462 -3.900749 0.091 0.094 -0.115 0.060
H -6.490480 0.782287 -5.915496 0.100 0.016 0.106 0.400
H -6.489330 1.066332 -4.167693 0.117 -0.067 -0.131 0.240
H -5.860234 -0.451407 -4.816023 0.026 0.134 -0.025 0.365
H -4.600743 2.338591 -5.226763 -0.023 -0.153 -0.059 0.058
H -3.986891 0.856623 -5.954038 -0.059 0.005 0.060 0.504
H -3.671195 -0.092133 -3.657047 0.114 -0.171 0.024 0.423
H -4.257335 1.397655 -2.972430 0.003 -0.179 -0.010 -0.425
H -1.796511 1.270056 -4.665144 -0.055 -0.092 -0.220 0.314
H -1.928021 2.391535 -0.893798 0.119 0.055 0.206 -0.157
H -6.158416 3.214507 -2.346381 0.071 0.064 -0.098 0.491
H -7.272179 4.273206 -4.306913 0.103 0.009 -0.018 0.412
H -5.906909 5.497737 -5.979123 0.031 -0.025 0.052 0.378
H -3.446637 5.648924 -5.703202 -0.068 -0.043 0.058 0.419
H -2.348007 4.545877 -3.774399 -0.187 -0.022 -0.018 0.422
S 2.783869 -4.233374 -1.308627 0.015 -0.231 0.290 -0.270
C 1.824910 -3.024619 -0.537189 -0.162 0.160 0.172 -0.152
N 1.517313 -1.986932 -1.254929 1.079 -0.920 -1.059 0.050
C 2.075433 -2.125870 -2.551431 -0.442 0.339 0.650 -0.790
C 1.935230 -1.197283 -3.584213 -0.043 0.150 -0.077 -0.151
C 2.528703 -1.473358 -4.798197 0.044 -0.043 -0.031 -0.711
C 3.259455 -2.658251 -5.000375 -0.053 0.076 0.016 -0.393
C 3.403631 -3.582546 -3.986618 -0.056 0.045 0.076 -0.545
C 2.797914 -3.296811 -2.756831 0.138 -0.127 -0.149 0.946
H 1.494067 -3.154247 0.508555 0.136 0.089 -0.580 0.288
H 1.372384 -0.279016 -3.431756 0.061 -0.117 0.006 0.348
H 2.431833 -0.759665 -5.609257 0.016 -0.077 0.063 0.416
H 3.716235 -2.849575 -5.966083 -0.053 0.032 0.107 0.372
H 3.966579 -4.496895 -4.141150 -0.071 0.093 0.052 0.383
```
Positions in Å, forces in eV/Å.

=====

no.,HOMO level (eV)
1,-9.05
2,-12.22
3,-9.58
4,-1.68
5,-3.78
6,-7.47